A 15-piece molecular cluster, C30H90O15 overall at a distorted geometry, computed with wB97M-V/def2-TZVPD.

Output
- highest occupied orbital energy (Ha) = -0.347
- relative energy (zero: lowest compared OMol25 entry of this formula, charge and spin) (eV) = 4.522

Last column: Löwdin charge in e.
Cartesian coordinates (Å):
C 23.07162 -12.41216 -30.90203  -0.08
C 22.82959 -13.75482 -30.25208  -0.33
O 22.99792 -14.74151 -31.23824  -0.07
H 22.36668 -12.17801 -31.70036  0.07
H 24.06373 -12.22140 -31.31343  0.08
H 22.96741 -11.62019 -30.15535  0.05
H 21.80502 -13.84629 -29.88046  0.09
H 23.50464 -13.87345 -29.40009  0.09
H 23.10127 -15.60171 -30.80659  0.03
C 19.21042 -16.33264 -23.81028  -0.06
C 18.55130 -16.48023 -22.42724  -0.24
O 18.90968 -15.34311 -21.60511  -0.11
H 18.87108 -17.07035 -24.53501  0.08
H 20.28605 -16.47973 -23.68991  0.04
H 19.13243 -15.31363 -24.18890  0.05
H 18.89042 -17.41212 -21.97264  0.11
H 17.46250 -16.47696 -22.48797  0.11
H 18.75512 -15.58125 -20.68732  0.09
C 25.89192 -13.79003 -20.49503  -0.08
C 25.08263 -12.88711 -21.38863  -0.31
O 24.09976 -12.20021 -20.59310  -0.10
H 26.61676 -14.33602 -21.10374  0.06
H 25.27212 -14.56099 -20.03379  0.07
H 26.40227 -13.25508 -19.69531  0.08
H 24.60498 -13.43796 -22.20222  0.08
H 25.68299 -12.11262 -21.86624  0.10
H 23.30539 -12.73201 -20.44947  0.02
C 20.71247 -11.70896 -22.22747  -0.06
C 19.19001 -11.66418 -22.21341  -0.28
O 18.66250 -12.89296 -22.71074  -0.11
H 21.15012 -11.82282 -23.21919  0.06
H 20.96926 -12.59223 -21.63995  0.06
H 21.18012 -10.83107 -21.78044  0.08
H 18.81994 -10.86475 -22.85818  0.09
H 18.72457 -11.42393 -21.25530  0.11
H 18.83250 -13.62935 -22.10426  0.04
C 18.23502 -11.65928 -30.37970  -0.08
C 19.74374 -11.71686 -30.23346  -0.31
O 20.14108 -11.77098 -28.87138  -0.10
H 17.80235 -10.71453 -30.05176  0.07
H 17.73930 -12.42460 -29.77988  0.06
H 18.02089 -11.88148 -31.42647  0.08
H 20.09261 -10.81691 -30.74845  0.11
H 20.19067 -12.56168 -30.75582  0.10
H 19.96606 -10.90892 -28.46839  0.03
C 22.41285 -15.74210 -21.40330  -0.07
C 22.10185 -15.42074 -19.97158  -0.31
O 22.19801 -14.03275 -19.80488  -0.09
H 23.36188 -15.34406 -21.76712  0.06
H 21.69327 -15.16131 -21.98478  0.06
H 22.40950 -16.81132 -21.60617  0.07
H 22.84379 -15.89380 -19.31832  0.11
H 21.15080 -15.79580 -19.58564  0.11
H 21.95986 -13.80506 -18.90189  0.11
C 22.35625 -14.62224 -25.11928  -0.04
C 21.44049 -13.53140 -25.68981  -0.29
O 21.14766 -13.83184 -27.06007  -0.09
H 22.52161 -14.36848 -24.07136  0.07
H 23.26827 -14.56946 -25.71250  0.04
H 21.96444 -15.63756 -25.18174  0.07
H 21.86100 -12.52900 -25.58505  0.09
H 20.49516 -13.42710 -25.14826  0.09
H 21.20772 -12.97285 -27.49602  0.05
C 26.14871 -16.08581 -23.82723  -0.05
C 26.12036 -17.15758 -22.69309  -0.31
O 27.26954 -17.04426 -21.87450  -0.08
H 27.09114 -16.14323 -24.36926  0.09
H 26.04764 -15.07988 -23.41520  0.04
H 25.26734 -16.19671 -24.45937  0.04
H 26.10044 -18.14053 -23.16927  0.10
H 25.23203 -17.09164 -22.06026  0.09
H 27.36526 -17.88288 -21.41625  0.08
C 19.88945 -10.38701 -25.82986  -0.06
C 19.26900 -9.12956 -26.45131  -0.25
O 19.41855 -9.22029 -27.88538  -0.10
H 19.57003 -11.29249 -26.34367  0.06
H 19.63976 -10.36043 -24.77007  0.07
H 20.97431 -10.33674 -25.92129  0.05
H 19.70896 -8.19364 -26.10091  0.11
H 18.21433 -8.99970 -26.19780  0.11
H 19.18490 -8.39838 -28.32348  0.10
C 16.77796 -12.60487 -26.51505  -0.07
C 16.89312 -13.89840 -25.77749  -0.32
O 16.56114 -13.77611 -24.38211  -0.09
H 17.07309 -12.70586 -27.56012  0.05
H 17.46264 -11.86155 -26.10479  0.06
H 15.74832 -12.25893 -26.41942  0.08
H 17.92273 -14.25524 -25.85915  0.09
H 16.20966 -14.65799 -26.15589  0.11
H 17.33135 -13.47105 -23.88391  0.02
C 24.31571 -16.36180 -27.56364  -0.07
C 23.09572 -16.83805 -28.35175  -0.26
O 23.48267 -16.98781 -29.70821  -0.09
H 25.17394 -17.01550 -27.73159  0.09
H 24.12580 -16.51101 -26.49774  0.04
H 24.60342 -15.32033 -27.70198  0.06
H 22.26414 -16.13691 -28.32610  0.10
H 22.83737 -17.80750 -27.92104  0.11
H 24.18832 -17.63699 -29.76332  0.10
C 22.95264 -18.45338 -23.67171  -0.09
C 23.27444 -19.31078 -24.87940  -0.29
O 24.47982 -20.00546 -24.58841  -0.09
H 21.90072 -18.16588 -23.73103  0.06
H 23.60613 -17.58174 -23.68619  0.04
H 23.09895 -18.94831 -22.71118  0.08
H 23.47808 -18.70509 -25.76152  0.09
H 22.46246 -20.00734 -25.09744  0.11
H 24.28042 -20.69016 -23.94492  0.08
C 17.87389 -15.77189 -28.53482  -0.07
C 19.34753 -16.21498 -28.51224  -0.30
O 19.77300 -16.35746 -27.16879  -0.11
H 17.18628 -16.45417 -28.03678  0.08
H 17.54270 -15.65301 -29.56857  0.07
H 17.78684 -14.80407 -28.04340  0.03
H 20.05831 -15.55557 -29.01402  0.10
H 19.42511 -17.19249 -28.99187  0.11
H 20.12006 -15.50179 -26.89421  0.03
C 24.92181 -12.27105 -26.97719  -0.05
C 25.77064 -13.04366 -25.91336  -0.29
O 25.68757 -12.38359 -24.64090  -0.09
H 24.96856 -12.81294 -27.92120  0.06
H 25.33090 -11.26296 -27.02275  0.06
H 23.87546 -12.22465 -26.67640  0.05
H 26.78919 -13.13992 -26.29442  0.11
H 25.40230 -14.05710 -25.74082  0.06
H 26.38231 -12.78827 -24.11292  0.06
C 23.07724 -9.48290 -27.77606  -0.09
C 24.02953 -8.45946 -27.20152  -0.32
O 23.56424 -7.83821 -26.02565  -0.07
H 22.17833 -9.04057 -28.20487  0.07
H 22.75269 -10.16349 -26.98646  0.05
H 23.55190 -10.14355 -28.50239  0.06
H 24.22309 -7.67885 -27.93893  0.11
H 25.01568 -8.89870 -27.02786  0.10
H 23.63096 -8.46887 -25.30321  0.08



A 13-piece molecular cluster, C30H93N7O13 overall at a distorted geometry, computed with wB97M-V/def2-TZVPD.

Output
- highest occupied orbital energy (Ha) = -0.328
- relative energy (zero: lowest compared OMol25 entry of this formula, charge and spin) (eV) = 2.146

Last column: Löwdin charge in e.
Cartesian coordinates (Å):
C 1.32290 6.25269 1.80850  -0.05
C 1.05156 5.86097 3.28788  -0.40
C 0.04061 4.73981 3.62695  -0.23
O -1.23602 5.04532 3.13208  -0.19
C -2.14093 3.88677 3.15765  -0.05
N 2.37615 5.43344 3.78762  0.03
H 2.13922 6.97498 1.80407  0.08
H 0.36122 6.52595 1.37422  0.08
H 1.62673 5.36236 1.25794  0.06
H 0.68116 6.77166 3.75857  0.13
H 0.01856 4.68124 4.71516  0.12
H 0.35715 3.76168 3.26478  0.11
H -1.75865 3.02087 2.61711  0.06
H -3.09868 4.15500 2.71170  0.09
H -2.25260 3.66838 4.21969  0.09
H 3.06154 6.04088 3.36176  0.06
H 2.45016 5.52111 4.79108  0.06
C -2.23385 -3.18501 -2.05513  -0.07
C -3.54890 -3.95481 -1.89521  -0.38
C -4.70870 -2.92987 -1.61832  -0.19
O -5.92636 -3.55809 -1.25575  -0.19
C -5.99431 -3.91151 0.11173  -0.11
N -3.77659 -4.77505 -3.15600  0.05
H -1.38879 -3.85358 -2.21944  0.08
H -2.06395 -2.46353 -1.25594  0.06
H -2.31102 -2.51182 -2.90892  0.08
H -3.46354 -4.65009 -1.06011  0.11
H -4.92967 -2.50036 -2.59546  0.13
H -4.42820 -2.20250 -0.85651  0.09
H -5.58434 -4.91484 0.22734  0.09
H -7.02916 -3.96037 0.45055  0.09
H -5.48076 -3.23039 0.79028  0.07
H -3.30133 -5.64844 -2.97871  0.06
H -4.74982 -5.03834 -3.21593  0.06
C 1.59641 -0.85364 3.85160  -0.05
C 2.90631 -0.60280 4.56199  -0.42
C 2.75367 0.25261 5.82440  -0.18
O 2.56915 1.62870 5.42787  -0.20
C 2.24005 2.44969 6.55918  -0.10
N 3.29510 -1.95912 4.99449  0.03
H 1.67947 -1.44984 2.94290  0.05
H 1.19126 0.10716 3.53410  0.07
H 0.94336 -1.35344 4.56703  0.09
H 3.68862 -0.19612 3.92112  0.12
H 3.66078 0.21165 6.42736  0.12
H 1.90801 -0.04320 6.44525  0.12
H 2.07076 3.46659 6.20512  0.07
H 3.04571 2.49509 7.29195  0.08
H 1.33028 2.06057 7.01634  0.09
H 3.44221 -2.48654 4.14580  0.03
H 4.27061 -1.86251 5.23773  0.07
C -7.02224 1.74647 -0.82089  -0.07
C -6.50202 0.32235 -0.94222  -0.41
C -5.94275 -0.08800 0.49973  -0.16
O -4.86111 0.70745 1.02873  -0.19
C -3.67414 0.69722 0.21120  -0.09
N -7.67124 -0.50686 -1.27329  0.04
H -6.22497 2.47226 -0.66062  0.07
H -7.76817 1.89578 -0.04025  0.09
H -7.46602 2.11581 -1.74541  0.07
H -5.76382 0.21168 -1.73652  0.12
H -5.62270 -1.12978 0.51890  0.07
H -6.75643 -0.10852 1.22472  0.13
H -3.84571 1.02202 -0.81504  0.08
H -3.26303 -0.30863 0.12540  0.06
H -2.98574 1.38841 0.69748  0.07
H -8.05623 -0.17275 -2.14521  0.07
H -7.43367 -1.44368 -1.56658  0.05
C 2.79933 -4.47884 -5.86025  -0.07
C 2.62330 -4.10148 -4.33574  -0.41
C 3.97252 -4.01252 -3.61828  -0.16
O 4.64957 -5.32341 -3.39011  -0.21
C 5.78062 -5.28181 -2.54577  -0.12
N 1.91340 -2.79371 -4.38703  0.04
H 3.52879 -3.80691 -6.31246  0.07
H 1.90998 -4.54825 -6.48662  0.07
H 3.24962 -5.46744 -5.94977  0.06
H 2.03733 -4.91925 -3.91623  0.12
H 3.77239 -3.68798 -2.59714  0.09
H 4.62650 -3.21696 -3.97533  0.13
H 6.10912 -4.26217 -2.34446  0.08
H 6.55934 -5.94817 -2.91679  0.08
H 5.36363 -5.77348 -1.66686  0.08
H 1.89721 -2.39127 -3.46081  0.00
H 2.51756 -2.21617 -4.95408  0.06
C 1.38121 7.43583 -2.51100  -0.06
C 0.31995 6.37098 -2.81714  -0.45
C 0.44694 5.08197 -1.98884  -0.21
O 1.70747 4.50011 -2.25010  -0.15
C 1.87483 3.32518 -1.44537  -0.09
N -0.99754 6.95490 -2.72502  0.03
H 2.38625 7.21128 -2.86817  0.08
H 1.51753 7.79911 -1.49240  0.07
H 1.06099 8.32000 -3.06220  0.07
H 0.47105 6.05521 -3.84939  0.13
H -0.35574 4.44492 -2.36027  0.12
H 0.31336 5.38908 -0.95156  0.11
H 1.11616 2.57565 -1.67063  0.06
H 1.82116 3.44700 -0.36353  0.07
H 2.81645 2.80124 -1.60946  0.09
H -1.13429 7.73958 -3.34605  0.07
H -1.67117 6.21569 -2.86605  0.07
C 1.32564 -3.45363 -0.76694  -0.05
C 0.91010 -1.98520 -0.98293  -0.39
C 0.60459 -1.18291 0.27735  -0.15
O 0.18698 0.12086 -0.21375  -0.21
C 0.02539 1.07606 0.83007  -0.11
N 2.01681 -1.38780 -1.76512  0.06
H 2.25438 -3.67831 -0.24248  0.06
H 1.50446 -3.97523 -1.70719  0.06
H 0.54814 -4.11248 -0.38029  0.07
H 0.09271 -2.04648 -1.70142  0.10
H 1.51204 -1.15102 0.88036  0.11
H -0.25345 -1.58304 0.81749  0.11
H -0.70173 0.60892 1.49428  0.08
H -0.26320 2.05724 0.45312  0.09
H 0.92150 1.13595 1.44773  0.07
H 1.68104 -0.44562 -1.90531  0.06
H 2.86401 -1.30702 -1.22122  0.07
O 5.26128 -2.47797 0.31872  -0.05
H 6.08398 -2.87526 0.60431  0.05
H 4.59764 -2.86222 0.89159  -0.01
O 5.31193 0.01866 -0.88394  -0.07
H 4.99245 0.31747 -0.03254  -0.04
H 5.46438 -0.91911 -0.76743  -0.02
O 3.57509 -3.86389 2.11919  -0.04
H 3.77761 -4.77386 2.33637  0.07
H 2.63643 -3.78029 2.28705  0.05
O 4.36404 1.07919 1.56440  -0.04
H 5.20465 1.18687 2.00938  0.06
H 3.78223 1.70499 1.99579  0.05
C -2.45335 -3.46164 1.72295  -0.17
O -2.69325 -4.05629 2.97429  -0.10
H -2.67382 -2.40262 1.58889  0.07
H -1.39341 -3.65244 1.55502  0.07
H -3.01937 -4.04016 0.99286  0.06
H -3.62224 -4.00219 3.21021  0.08
C -1.17173 0.49170 -3.28392  -0.11
O -1.31266 0.15834 -4.72838  -0.13
H -0.98247 1.54581 -3.08113  0.07
H -1.96382 0.11656 -2.63586  0.06
H -0.21397 0.05025 -3.00842  0.05
H -0.97779 -0.73057 -4.86728  0.05